[1]
{"formula": "C58H124N6O12", "method": "the ωB97M-V functional and the def2-TZVPD basis", "symbols": ["C", "C", "C", "N", "C", "C", "C", "C", "C", "C", "H", "H", "H", "H", "H", "H", "H", "H", "H", "H", "H", "H", "H", "H", "H", "H", "H", "H", "H", "H", "C", "C", "C", "N", "C", "C", "C", "C", "C", "C", "H", "H", "H", "H", "H", "H", "H", "H", "H", "H", "H", "H", "H", "H", "H", "H", "H", "H", "H", "H", "C", "C", "C", "N", "C", "C", "C", "C", "C", "C", "H", "H", "H", "H", "H", "H", "H", "H", "H", "H", "H", "H", "H", "H", "H", "H", "H", "H", "H", "H", "C", "C", "C", "N", "C", "C", "C", "C", "C", "C", "H", "H", "H", "H", "H", "H", "H", "H", "H", "H", "H", "H", "H", "H", "H", "H", "H", "H", "H", "H", "C", "C", "C", "N", "C", "C", "C", "C", "C", "C", "H", "H", "H", "H", "H", "H", "H", "H", "H", "H", "H", "H", "H", "H", "H", "H", "H", "H", "H", "H", "C", "C", "C", "N", "C", "C", "C", "C", "C", "C", "H", "H", "H", "H", "H", "H", "H", "H", "H", "H", "H", "H", "H", "H", "H", "H", "H", "H", "H", "H", "O", "C", "O", "O", "H", "O", "C", "O", "O", "H", "O", "C", "O", "O", "H", "O", "C", "O", "O", "H"], "xyz": [[-6.26, -2.15, 2.89], [-5.50, -1.05, 2.18], [-6.24, -0.36, 1.04], [-6.92, 0.96, 1.43], [-7.94, 1.35, 0.25], [-8.60, 2.73, 0.47], [-7.47, 3.76, 0.71], [-6.57, 3.47, 1.89], [-5.93, 2.07, 1.77], [-7.78, 0.69, 2.71], [-5.59, -2.72, 3.52], [-6.56, -2.80, 2.07], [-7.17, -1.81, 3.40], [-4.63, -1.52, 1.74], [-5.21, -0.46, 3.05], [-7.11, -0.98, 0.78], [-5.63, -0.09, 0.18], [-7.45, 1.36, -0.72], [-8.64, 0.52, 0.18], [-9.20, 3.16, -0.33], [-9.36, 2.81, 1.25], [-6.98, 3.93, -0.25], [-7.91, 4.76, 0.70], [-5.82, 4.25, 1.91], [-7.18, 3.72, 2.76], [-5.25, 2.02, 0.93], [-5.25, 1.80, 2.58], [-8.61, 0.01, 2.53], [-8.12, 1.68, 3.03], [-7.14, 0.48, 3.57], [-0.41, -2.03, -3.68], [-0.41, -1.13, -4.93], [-1.80, -0.72, -5.24], [-1.98, 0.18, -6.47], [-3.51, 0.51, -6.55], [-3.89, 1.58, -7.54], [-3.26, 2.87, -7.14], [-1.65, 2.73, -7.07], [-1.20, 1.51, -6.23], [-1.59, -0.53, -7.76], [-1.38, -2.52, -3.70], [-0.24, -1.43, -2.79], [0.46, -2.67, -3.80], [0.11, -1.52, -5.80], [0.08, -0.17, -4.77], [-2.19, -0.17, -4.39], [-2.50, -1.53, -5.44], [-3.73, 0.96, -5.59], [-4.00, -0.42, -6.85], [-4.97, 1.72, -7.58], [-3.44, 1.36, -8.52], [-3.68, 3.25, -6.21], [-3.63, 3.69, -7.75], [-1.20, 3.66, -6.71], [-1.11, 2.66, -8.01], [-1.35, 1.86, -5.21], [-0.13, 1.39, -6.37], [-0.59, -0.98, -7.75], [-1.64, 0.24, -8.53], [-2.32, -1.25, -8.12], [2.76, 7.54, -3.11], [1.27, 7.17, -3.10], [0.77, 6.62, -1.81], [-0.68, 6.07, -1.87], [-0.84, 4.96, -2.95], [-2.24, 4.27, -2.87], [-2.52, 3.75, -1.46], [-2.28, 4.73, -0.32], [-0.87, 5.39, -0.45], [-1.69, 7.17, -2.25], [2.92, 8.36, -2.41], [2.91, 8.23, -3.95], [3.56, 6.79, -3.10], [1.22, 6.50, -3.96], [0.81, 8.13, -3.34], [0.72, 7.28, -0.95], [1.42, 5.76, -1.61], [-0.04, 4.32, -2.57], [-0.58, 5.30, -3.95], [-2.15, 3.50, -3.64], [-3.09, 4.82, -3.27], [-1.94, 2.90, -1.10], [-3.59, 3.54, -1.35], [-2.54, 4.37, 0.67], [-2.86, 5.64, -0.46], [-0.11, 4.64, -0.26], [-0.57, 6.15, 0.27], [-1.38, 7.95, -1.56], [-2.71, 6.81, -2.11], [-1.66, 7.41, -3.31], [7.65, -2.10, 9.57], [6.13, -1.91, 9.11], [6.02, -1.94, 7.50], [4.58, -2.12, 7.01], [4.59, -2.32, 5.42], [5.22, -1.09, 4.68], [4.30, 0.12, 4.92], [4.03, 0.31, 6.43], [3.60, -0.87, 7.36], [4.05, -3.33, 7.77], [7.80, -3.16, 9.77], [7.83, -1.52, 10.48], [8.35, -1.71, 8.84], [5.76, -0.92, 9.38], [5.49, -2.58, 9.68], [6.62, -2.77, 7.12], [6.44, -0.99, 7.19], [5.19, -3.22, 5.28], [3.58, -2.61, 5.15], [6.18, -0.83, 5.14], [5.43, -1.28, 3.63], [4.91, 0.99, 4.68], [3.41, 0.05, 4.30], [4.97, 0.73, 6.79], [3.20, 0.98, 6.65], [3.79, -0.58, 8.39], [2.58, -1.17, 7.13], [4.70, -4.16, 7.45], [3.08, -3.48, 7.30], [3.78, -3.21, 8.81], [-2.32, 0.99, 1.73], [-1.71, -0.42, 1.93], [-0.96, -0.95, 0.69], [0.01, -2.13, 1.04], [1.20, -1.64, 1.92], [2.38, -2.60, 1.97], [2.99, -3.00, 0.65], [1.79, -3.53, -0.20], [0.61, -2.52, -0.40], [-0.81, -3.22, 1.77], [-2.31, 1.65, 2.60], [-3.24, 0.96, 1.16], [-1.63, 1.55, 1.11], [-2.52, -1.04, 2.32], [-0.96, -0.35, 2.72], [-0.30, -0.12, 0.41], [-1.62, -1.31, -0.09], [1.47, -0.64, 1.57], [0.89, -1.51, 2.96], [3.20, -2.05, 2.45], [2.17, -3.42, 2.66], [3.41, -2.11, 0.16], [3.74, -3.77, 0.85], [2.29, -3.50, -1.17], [1.51, -4.55, 0.06], [0.97, -1.61, -0.88], [-0.21, -2.88, -1.02], [-1.64, -3.63, 1.20], [-1.27, -2.89, 2.70], [-0.18, -4.09, 1.98], [2.98, 0.87, -2.74], [3.48, -0.56, -2.60], [4.34, -1.06, -3.77], [4.63, -2.60, -3.80], [5.11, -3.13, -2.39], [5.36, -4.73, -2.37], [4.14, -5.49, -2.92], [3.63, -4.93, -4.26], [3.42, -3.42, -4.23], [5.62, -2.94, -4.95], [3.72, 1.58, -3.09], [2.45, 1.18, -1.84], [2.22, 0.74, -3.51], [2.57, -1.14, -2.44], [4.04, -0.54, -1.67], [5.30, -0.55, -3.86], [3.85, -0.85, -4.72], [4.30, -2.84, -1.72], [6.12, -2.76, -2.21], [5.54, -4.92, -1.31], [6.30, -4.97, -2.85], [3.37, -5.43, -2.15], [4.23, -6.57, -2.95], [2.80, -5.50, -4.70], [4.40, -5.27, -4.95], [2.64, -3.13, -3.53], [3.05, -3.01, -5.17], [5.10, -2.84, -5.90], [6.01, -3.96, -4.95], [6.41, -2.20, -5.02], [2.94, 2.55, 1.16], [1.68, 2.34, 1.43], [1.25, 2.07, 2.59], [0.97, 2.14, 0.42], [2.75, 2.29, 0.26], [0.28, -8.96, -0.83], [1.35, -8.44, -1.15], [1.49, -7.24, -0.79], [2.22, -9.15, -1.78], [0.17, -8.12, -0.38], [0.31, -4.45, 5.12], [0.59, -3.38, 5.87], [0.48, -3.18, 7.11], [0.94, -2.51, 5.10], [0.40, -3.81, 4.42], [-3.97, 2.42, 5.12], [-5.08, 1.88, 5.44], [-5.10, 0.69, 5.66], [-6.10, 2.57, 5.46], [-3.77, 1.50, 4.98]], "lowdin_charge": [-0.0851, -0.2500, -0.1088, -0.2035, -0.0661, -0.1568, -0.2158, -0.1425, -0.0917, 0.0525, 0.0962, 0.0755, 0.0774, 0.0982, 0.1045, 0.1244, 0.1202, 0.1217, 0.1202, 0.1166, 0.1163, 0.0987, 0.1156, 0.1230, 0.1271, 0.1048, 0.1217, 0.1166, 0.0986, 0.1013, -0.0472, -0.2360, -0.1608, -0.2121, -0.0807, -0.1858, -0.1726, -0.1176, -0.0987, 0.0420, 0.0951, 0.0634, 0.0702, 0.1096, 0.0913, 0.1400, 0.1430, 0.1358, 0.1409, 0.1422, 0.1204, 0.1059, 0.1214, 0.1086, 0.1098, 0.1134, 0.1326, 0.1047, 0.0984, 0.1196, -0.0889, -0.2467, -0.1166, -0.2293, -0.0916, -0.1413, -0.1790, -0.1438, -0.0590, 0.0474, 0.0825, 0.0802, 0.0861, 0.1070, 0.1173, 0.1414, 0.1397, 0.1320, 0.1147, 0.0836, 0.1143, 0.1128, 0.1096, 0.1333, 0.0949, 0.1183, 0.1342, 0.1168, 0.0898, 0.1099, -0.0740, -0.1871, -0.1193, -0.2181, -0.0528, -0.1565, -0.1758, -0.1519, -0.0151, 0.0121, 0.0729, 0.0704, 0.0667, 0.0912, 0.0879, 0.1273, 0.1094, 0.1185, 0.1119, 0.0963, 0.1075, 0.1128, 0.1106, 0.1048, 0.1257, 0.1206, 0.1242, 0.1136, 0.0843, 0.1116, -0.0692, -0.1974, -0.1077, -0.1740, -0.0695, -0.1758, -0.1722, -0.1255, -0.0626, 0.0408, 0.0931, 0.0444, 0.0423, 0.0866, 0.1177, 0.1022, 0.1219, 0.1275, 0.1089, 0.1073, 0.1224, 0.0937, 0.1273, 0.0657, 0.1197, 0.0950, 0.1084, 0.1052, 0.1045, 0.1055, -0.0768, -0.2402, -0.0797, -0.2083, -0.0320, -0.1194, -0.1616, -0.1402, -0.1395, 0.0266, 0.0890, 0.0651, 0.0551, 0.0853, 0.1111, 0.1352, 0.1260, 0.0795, 0.1337, 0.1194, 0.1078, 0.0988, 0.1348, 0.1342, 0.1072, 0.0948, 0.1222, 0.1048, 0.1007, 0.1033, 0.0980, -0.8952, -0.0399, -0.1112, 0.0603, 0.1506, -0.9580, -0.1039, -0.1040, 0.0740, 0.0783, -0.8839, -0.0316, -0.0596, 0.0202, 0.1116, -1.0515, -0.0123, -0.0384, 0.0664], "e_above_lowest_kcal_mol": 227.58, "homo_ev": -8.84, "max_force_ev_per_a": 11.19, "charge": 2, "lumo_energy_ha": -0.1837}

***

[2]
{"formula": "C58H130F7N10O12S4", "method": "the ωB97M-V functional and the def2-TZVPD basis", "symbols": ["C", "C", "C", "N", "C", "C", "C", "C", "C", "H", "H", "H", "H", "H", "H", "H", "H", "H", "H", "H", "H", "H", "H", "H", "H", "H", "H", "C", "C", "C", "N", "C", "C", "C", "C", "C", "H", "H", "H", "H", "H", "H", "H", "H", "H", "H", "H", "H", "H", "H", "H", "H", "H", "H", "C", "C", "C", "N", "C", "C", "C", "C", "C", "H", "H", "H", "H", "H", "H", "H", "H", "H", "H", "H", "H", "H", "H", "H", "H", "H", "H", "C", "C", "C", "N", "C", "C", "C", "C", "C", "H", "H", "H", "H", "H", "H", "H", "H", "H", "H", "H", "H", "H", "H", "H", "H", "H", "H", "C", "C", "C", "N", "C", "C", "C", "C", "C", "H", "H", "H", "H", "H", "H", "H", "H", "H", "H", "H", "H", "H", "H", "H", "H", "H", "H", "C", "C", "C", "N", "C", "C", "C", "C", "C", "H", "H", "H", "H", "H", "H", "H", "H", "H", "H", "H", "H", "H", "H", "H", "H", "H", "H", "C", "C", "O", "N", "H", "H", "C", "H", "H", "H", "H", "H", "H", "C", "C", "O", "N", "H", "H", "C", "H", "H", "H", "H", "H", "H", "C", "O", "O", "C", "F", "F", "F", "C", "C", "H", "H", "H", "H", "H", "H", "N", "S", "O", "O", "F", "S", "O", "O", "F", "N", "S", "O", "O", "F", "S", "O", "O", "F"], "xyz": [[7.24, -10.97, 0.06], [8.31, -10.22, -0.69], [7.78, -9.44, -1.85], [8.85, -8.98, -2.84], [9.61, -10.16, -3.37], [9.67, -7.94, -2.15], [8.85, -6.61, -2.26], [7.92, -6.77, -3.44], [8.22, -8.21, -3.99], [6.60, -11.61, -0.51], [6.65, -10.18, 0.59], [7.70, -11.54, 0.88], [9.00, -10.96, -1.05], [8.91, -9.62, -0.01], [7.30, -8.56, -1.50], [7.10, -9.96, -2.43], [10.33, -9.91, -4.12], [8.95, -10.92, -3.75], [10.12, -10.57, -2.52], [10.57, -7.80, -2.77], [9.96, -8.28, -1.18], [9.51, -5.71, -2.44], [8.24, -6.28, -1.36], [7.96, -6.01, -4.21], [6.89, -6.78, -3.09], [9.00, -8.12, -4.74], [7.35, -8.74, -4.38], [4.38, -2.60, 7.14], [5.44, -3.24, 6.27], [5.22, -4.73, 6.18], [6.53, -5.65, 6.08], [7.12, -5.45, 4.69], [6.05, -7.03, 6.50], [6.24, -7.09, 7.99], [6.93, -5.80, 8.47], [7.51, -5.22, 7.13], [4.68, -2.83, 8.15], [3.39, -2.93, 6.91], [4.40, -1.49, 6.94], [6.39, -2.96, 6.84], [5.56, -2.82, 5.24], [4.66, -4.99, 5.31], [4.70, -5.05, 7.08], [7.01, -4.40, 4.42], [6.39, -6.00, 4.03], [8.17, -5.83, 4.63], [6.63, -7.82, 6.00], [5.13, -7.16, 6.03], [6.85, -7.91, 8.37], [5.20, -7.23, 8.29], [7.74, -6.00, 9.23], [6.26, -5.06, 8.85], [8.43, -5.73, 6.81], [7.54, -4.16, 7.26], [-8.67, 10.17, 3.91], [-7.17, 10.19, 3.55], [-7.03, 10.60, 2.13], [-5.63, 10.51, 1.49], [-5.22, 9.12, 1.35], [-4.71, 11.34, 2.42], [-3.55, 11.84, 1.60], [-4.23, 11.98, 0.20], [-5.47, 11.20, 0.15], [-8.69, 10.07, 4.98], [-9.21, 9.31, 3.42], [-9.04, 11.16, 3.67], [-6.73, 9.20, 3.76], [-6.64, 10.87, 4.25], [-7.29, 11.70, 1.98], [-7.72, 9.99, 1.49], [-5.14, 8.58, 2.31], [-4.23, 8.99, 0.84], [-5.95, 8.58, 0.76], [-4.55, 10.69, 3.25], [-5.29, 12.25, 2.71], [-2.72, 11.14, 1.62], [-3.09, 12.75, 1.92], [-3.56, 11.61, -0.58], [-4.57, 13.05, 0.10], [-5.38, 10.40, -0.61], [-6.38, 11.81, -0.02], [-1.33, 2.46, -5.75], [-0.44, 3.44, -6.48], [-1.01, 4.11, -7.65], [-0.12, 4.83, -8.63], [0.58, 5.99, -8.02], [-1.03, 5.26, -9.78], [-1.16, 4.09, -10.70], [0.04, 3.13, -10.36], [0.89, 3.90, -9.35], [-1.47, 1.58, -6.39], [-2.26, 2.96, -5.48], [-0.86, 2.12, -4.78], [0.53, 2.99, -6.59], [-0.22, 4.18, -5.72], [-1.76, 4.81, -7.31], [-1.39, 3.35, -8.33], [1.31, 5.75, -7.26], [-0.11, 6.62, -7.44], [0.93, 6.54, -8.82], [-0.48, 6.07, -10.23], [-1.95, 5.65, -9.37], [-1.13, 4.44, -11.72], [-2.16, 3.69, -10.58], [0.60, 2.85, -11.22], [-0.32, 2.22, -9.85], [1.56, 4.58, -9.85], [1.42, 3.31, -8.58], [0.18, 7.28, 2.20], [0.52, 6.42, 0.99], [1.54, 5.36, 1.31], [2.09, 4.70, 0.09], [1.03, 4.02, -0.75], [2.96, 3.55, 0.55], [4.25, 3.60, -0.32], [3.93, 4.62, -1.39], [3.01, 5.60, -0.67], [-0.29, 6.66, 3.00], [-0.62, 8.01, 1.91], [1.04, 7.78, 2.67], [0.80, 7.07, 0.14], [-0.39, 6.01, 0.59], [1.23, 4.58, 1.97], [2.38, 5.88, 1.73], [1.53, 3.31, -1.43], [0.52, 4.78, -1.35], [0.27, 3.51, -0.14], [2.33, 2.64, 0.54], [3.19, 3.71, 1.61], [4.46, 2.61, -0.75], [5.11, 3.96, 0.25], [3.47, 4.08, -2.18], [4.90, 5.08, -1.74], [2.47, 6.22, -1.37], [3.60, 6.11, 0.03], [-5.41, -10.76, -0.93], [-4.31, -10.65, 0.07], [-4.09, -9.23, 0.59], [-3.09, -9.08, 1.64], [-3.34, -9.84, 2.96], [-2.74, -7.58, 1.90], [-1.24, -7.56, 2.22], [-0.70, -8.98, 1.87], [-1.79, -9.62, 1.08], [-6.35, -10.39, -0.53], [-5.59, -11.83, -1.25], [-5.22, -10.15, -1.85], [-3.43, -10.89, -0.53], [-4.52, -11.32, 0.93], [-5.03, -8.82, 0.99], [-3.70, -8.70, -0.27], [-3.17, -10.92, 2.90], [-4.39, -9.77, 3.26], [-2.62, -9.46, 3.70], [-3.41, -7.36, 2.75], [-2.99, -6.98, 1.01], [-1.02, -7.31, 3.24], [-0.76, -6.75, 1.70], [-0.45, -9.63, 2.79], [0.16, -9.05, 1.20], [-1.76, -10.67, 1.04], [-1.74, -9.27, 0.01], [-7.11, -0.59, 4.31], [-5.83, -0.21, 5.15], [-4.93, 0.51, 4.69], [-5.74, -0.67, 6.45], [-6.44, -1.32, 6.74], [-5.10, 0.90, 3.77], [-4.48, -0.33, 7.23], [-7.97, -0.96, 4.90], [-6.89, -1.49, 3.71], [-7.24, 0.29, 3.69], [-3.68, -0.87, 6.74], [-4.56, -0.61, 8.28], [-4.31, 0.76, 7.05], [-10.61, 6.46, -4.59], [-9.36, 7.24, -4.30], [-9.18, 8.37, -3.94], [-8.06, 6.46, -4.70], [-7.37, 6.51, -3.90], [-8.29, 5.52, -4.94], [-7.32, 7.13, -5.83], [-10.72, 6.15, -5.61], [-11.50, 7.09, -4.50], [-10.60, 5.55, -3.98], [-6.50, 6.44, -6.07], [-6.92, 8.12, -5.52], [-8.07, 7.36, -6.62], [4.78, -4.48, 2.03], [3.55, -4.53, 1.50], [4.81, -4.50, 3.31], [5.66, -5.50, 1.33], [6.98, -5.14, 1.41], [5.57, -6.79, 1.73], [5.41, -5.51, -0.01], [3.21, -3.48, 0.65], [2.45, -2.35, 1.23], [2.85, -1.89, 2.15], [2.42, -1.60, 0.42], [1.39, -2.59, 1.47], [2.63, -3.77, -0.17], [4.17, -3.15, 0.27], [5.35, -3.49, 1.72], [-4.03, 0.41, 1.77], [-4.98, 1.65, 1.37], [-5.79, 1.90, 2.57], [-5.65, 1.48, 0.11], [-3.88, 2.78, 1.24], [-2.78, -0.21, 0.96], [-2.96, -0.18, -0.48], [-2.26, -1.39, 1.63], [-1.60, 0.81, 1.27], [-3.60, 7.11, -2.16], [-5.07, 7.49, -2.72], [-5.77, 8.14, -1.64], [-5.82, 6.54, -3.44], [-4.78, 8.69, -3.73], [-2.84, 5.96, -2.84], [-3.30, 5.78, -4.20], [-2.63, 4.74, -2.05], [-1.42, 6.65, -3.02]], "lowdin_charge": [-0.0762, -0.2412, -0.1039, -0.2696, 0.0355, -0.0780, -0.1369, -0.1412, -0.0652, 0.0737, 0.0983, 0.0923, 0.0997, 0.1174, 0.1304, 0.1175, 0.1134, 0.1189, 0.0915, 0.1464, 0.1199, 0.1363, 0.1278, 0.1156, 0.1063, 0.1307, 0.1394, -0.0966, -0.2493, -0.1010, -0.2323, 0.0145, -0.1110, -0.1501, -0.1076, -0.0978, 0.0721, 0.0690, 0.1025, 0.1139, 0.1189, 0.0914, 0.1229, 0.0971, 0.0962, 0.1198, 0.1377, 0.1111, 0.1269, 0.1159, 0.1373, 0.0908, 0.1371, 0.0953, -0.0752, -0.2654, -0.1490, -0.2578, -0.0155, -0.0801, -0.1180, -0.1415, -0.1232, 0.0728, 0.1100, 0.0805, 0.1153, 0.1218, 0.1611, 0.1567, 0.1142, 0.1289, 0.0910, 0.1186, 0.1537, 0.1035, 0.1165, 0.1222, 0.1468, 0.1175, 0.1515, -0.0785, -0.2712, -0.1349, -0.2610, 0.0252, -0.1084, -0.1201, -0.1013, -0.0609, 0.0874, 0.0819, 0.1039, 0.1097, 0.1109, 0.1482, 0.1277, 0.1120, 0.1267, 0.0794, 0.1339, 0.1425, 0.1257, 0.1172, 0.1132, 0.1210, 0.1323, 0.1401, -0.0905, -0.2454, -0.1359, -0.2693, 0.0368, -0.0840, -0.1305, -0.1595, -0.0791, 0.0914, 0.0857, 0.0884, 0.1287, 0.1024, 0.1407, 0.1343, 0.1159, 0.0982, 0.1298, 0.1399, 0.1305, 0.1285, 0.1261, 0.0985, 0.1529, 0.1367, 0.1270, -0.1054, -0.2535, -0.1694, -0.2575, 0.0491, -0.0456, -0.1218, -0.1426, -0.1576, 0.0762, 0.1107, 0.0977, 0.1158, 0.1294, 0.1511, 0.1338, 0.1072, 0.1174, 0.1115, 0.1338, 0.1423, 0.1087, 0.1170, 0.1468, 0.1229, 0.1225, 0.1596, 0.0632, -0.3367, 0.1782, 0.0706, 0.1365, 0.0910, 0.0026, 0.1033, 0.1079, 0.0681, 0.0875, 0.0907, 0.1053, 0.0310, -0.3470, 0.1845, 0.0518, 0.1076, 0.1545, 0.0040, 0.0956, 0.1122, 0.1106, 0.1083, 0.1068, 0.1228, -0.6463, -0.0375, -0.1486, -0.5123, 0.0843, 0.1193, 0.0889, -0.3019, -0.0815, 0.0854, 0.0746, 0.0826, 0.0985, 0.1045, 0.1693, -0.3333, 0.5771, -0.3158, -0.2476, -0.1713, 0.5348, -0.3000, -0.3062, -0.2102, -0.2964, 0.5646, -0.2937, -0.2834, -0.1581, 0.4804, -0.3227, -0.2981, -0.1915], "homo_ev": -12.90, "max_force_ev_per_a": 5.84, "charge": 5, "lumo_energy_ha": -0.2457}